Computed, not measured: a cluster of 2 separate species, CH7BNO in total in a non-equilibrium geometry, with ωB97M-V/def2-TZVPD.

* LUMO level: -4.7 eV
* charge: +1
* relative energy (zero: lowest compared OMol25 entry of this formula, charge and spin): 252.5 kJ/mol

The geometry in XYZ format:
```
11
Properties=species:S:1:pos:R:3:forces:R:3
O -1.1001 -0.1828 2.6661 0.2 1.8 1.4
N -0.1046 -0.3345 -0.3471 -1.8 0.4 -2.4
C 0.8478 0.6785 -0.9632 2.0 1.3 -0.4
B -1.3928 -1.1520 2.0334 0.2 -2.9 -1.7
H 1.7992 0.9828 -0.4249 -1.5 -0.9 0.6
H -1.0640 -0.1273 -0.8623 2.4 -0.5 1.3
H -0.8662 0.6698 3.0272 0.1 0.4 0.1
H 0.4074 1.6476 -1.2098 -0.7 -0.3 0.6
H 1.3609 0.4923 -1.9304 -1.0 -1.2 0.2
H -1.6375 -2.3034 1.7809 0.0 1.0 -0.1
H 0.1188 -1.2587 -0.7655 0.1 0.7 0.5
```
Positions in Å, forces in eV/Å.

Results of the Löwdin charge analysis, in e, for atoms 1 through 8: O 0.38; N -0.08; C -0.18; B 0.15; H 0.09; H 0.12; H 0.19; H 0.07

***

Computed, not measured: a cluster of 2 separate species, C5H11N in total in a non-equilibrium geometry, with ωB97M-V/def2-TZVPD.

* LUMO level: -0.9 eV
* relative energy (zero: lowest compared OMol25 entry of this formula, charge and spin): 459.1 kJ/mol

The geometry in XYZ format:
```
17
Properties=species:S:1:pos:R:3:forces:R:3
N -0.2131 -0.5474 -0.9340 -0.9 -0.2 -0.1
C 0.4223 0.1993 1.3704 -0.8 0.4 0.6
C -2.8280 -0.5380 -0.3089 0.1 0.0 0.0
C -1.7121 0.4644 -0.0695 -1.4 0.6 -1.5
C 3.2771 0.0240 -0.5853 -0.2 -0.6 0.1
C -0.2298 -0.1131 0.2283 2.0 0.0 0.6
H -1.7022 1.2172 -0.8572 0.1 -0.2 -0.1
H -1.9036 1.0328 0.8346 0.6 -0.2 0.4
H 2.4917 0.4440 0.0392 0.0 0.2 -0.2
H 2.9299 -0.9484 -0.9513 0.1 0.1 0.1
H -2.7579 -0.9660 -1.3045 0.0 0.0 0.0
H 0.0087 1.0270 1.9265 -0.1 -0.3 0.4
H 4.1660 -0.1231 0.0295 0.0 0.1 -0.2
H -2.8008 -1.3442 0.4189 0.1 -0.1 0.1
H 1.1621 -0.4237 1.8358 0.3 -0.1 -0.3
H 3.4809 0.6300 -1.4582 0.1 0.3 0.0
H -3.7912 -0.0349 -0.2144 0.0 0.1 0.0
```
Positions in Å, forces in eV/Å.

Results of the Löwdin charge analysis, in e, for atoms 1 through 8: N 0.29; C -0.02; C -0.10; C -0.17; C -0.05; C -0.53; H 0.11; H 0.12

***

Computed, not measured: an isolated molecule of C20H23N3O2 in a non-equilibrium geometry, with ωB97M-V/def2-TZVPD.

* LUMO level: 0.6 eV
* SMILES string: COc1c2ccc(C(=O)NCCCCc3ccccc3)cc2nn1C
* relative energy (zero: lowest compared OMol25 entry of this formula, charge and spin): 188.8 kJ/mol

The geometry in XYZ format:
```
48
Properties=species:S:1:pos:R:3:forces:R:3
O 5.9201 1.9038 0.0892 -0.1 -0.6 -0.3
O 0.0958 -2.9071 0.6904 0.1 -0.3 -0.1
N -0.9710 -0.9178 0.7716 -0.1 0.3 0.1
N 5.5540 -0.1242 -0.9450 -0.4 0.7 0.6
N 4.6829 -1.1155 -1.1249 -0.3 -0.8 -0.4
C 5.4420 2.9090 0.9539 -0.1 0.3 0.2
C -2.3009 -1.4785 0.8158 -0.2 -0.1 -0.1
C 6.8424 -0.1564 -1.5744 0.4 0.0 -0.2
C 5.0944 0.8549 -0.1427 0.2 0.0 -0.1
C 3.8022 0.4869 0.2474 0.2 -0.3 -0.2
C -6.4311 0.4678 -1.0720 0.0 0.0 0.0
C -5.1168 1.1733 0.7938 0.0 0.0 0.0
C 1.4146 -0.9325 0.5133 0.6 -0.4 -0.4
C -6.6258 1.7873 -1.4370 0.0 0.0 -0.1
C 1.6090 0.3092 1.1697 0.2 0.4 0.1
C 0.1391 -1.6926 0.6613 -0.1 0.1 0.1
C -5.3093 2.4953 0.4316 0.0 0.1 0.0
C -5.4384 -1.2958 0.4088 0.0 -0.1 -0.2
C -3.0435 -1.2782 -0.5068 0.0 -0.2 0.1
C -4.4143 -1.9520 -0.5286 0.1 0.2 0.1
C 2.7750 1.0102 1.0552 -0.3 0.1 0.2
C 3.6079 -0.7780 -0.4123 0.7 0.9 0.2
C -5.6729 0.1431 0.0468 -0.1 0.0 0.1
C 2.4065 -1.4846 -0.2570 -0.6 -0.1 0.2
C -6.0630 2.8060 -0.6866 0.0 0.1 0.0
H 6.9009 -1.0762 -2.1509 0.0 0.1 0.1
H -6.3781 -1.8475 0.3280 0.0 0.0 0.1
H 2.8973 1.9447 1.5820 0.0 0.0 0.1
H -7.2195 2.0230 -2.3084 0.0 0.0 -0.1
H -5.0952 -1.3708 1.4411 -0.1 0.0 0.1
H -4.8018 -1.9123 -1.5490 0.0 -0.1 0.0
H -2.1790 -2.5448 1.0205 -0.1 0.1 0.1
H 5.2305 2.5067 1.9486 0.0 0.0 0.0
H 6.9629 0.7065 -2.2309 0.0 -0.1 0.0
H -2.4303 -1.7014 -1.3056 0.0 0.1 0.0
H -4.3020 -3.0025 -0.2535 0.0 -0.1 -0.1
H -4.8706 3.2850 1.0247 0.0 0.1 0.0
H 4.5428 3.3827 0.5500 0.0 0.0 0.0
H -6.2144 3.8371 -0.9703 0.0 0.1 0.0
H 2.2655 -2.4395 -0.7364 -0.1 -0.1 0.0
H -0.8969 0.0710 0.5937 0.1 -0.1 0.0
H 0.8266 0.6922 1.8091 0.0 0.0 0.1
H -2.8494 -1.0149 1.6409 0.0 -0.1 0.0
H -3.1607 -0.2088 -0.7026 0.1 0.0 -0.1
H -6.8763 -0.3230 -1.6591 -0.1 -0.1 -0.1
H 6.2414 3.6450 1.0215 -0.1 0.0 0.0
H 7.6306 -0.1355 -0.8206 0.0 0.0 -0.1
H -4.5312 0.9402 1.6723 0.1 -0.1 0.1
```
Positions in Å, forces in eV/Å.

Results of the Löwdin charge analysis, in e, for atoms 1 through 8: O -0.05; O 0.07; N 0.06; N -0.13; N 0.12; C -0.07; C -0.18; C 0.00

***

Computed, not measured: a structure of composition H4O2Tl in a non-equilibrium geometry, with ωB97M-V/def2-TZVPD.

* LUMO level: -21.4 eV
* charge: +3
* relative energy (zero: lowest compared OMol25 entry of this formula, charge and spin): 57.4 kJ/mol

The geometry in XYZ format:
```
7
Properties=species:S:1:pos:R:3:forces:R:3
Tl 11.1132 -2.3362 -10.6326 2.2 1.9 1.0
O 9.3436 -3.0722 -10.5768 -2.0 1.1 -0.8
O 12.7440 -3.3558 -11.0168 0.4 -0.5 0.0
H 13.5387 -3.2919 -11.5466 1.6 1.0 -1.5
H 12.9094 -4.0884 -10.4234 0.4 -1.4 1.2
H 9.1885 -3.1184 -11.5203 -1.9 -0.2 -1.7
H 8.9824 -3.8897 -10.2340 -0.6 -1.8 1.6
```
Positions in Å, forces in eV/Å.

Charge distribution, Löwdin scheme, values in e: Tl 2.02; O 0.14; O 0.12; H 0.19; H 0.17; H 0.15; H 0.20

***

Computed, not measured: a cluster of 2 separate species, C5H17N3O in total in a non-equilibrium geometry, with ωB97M-V/def2-TZVPD.

* LUMO level (alpha / beta): -2.8 / -7.6 eV
* spin multiplicity: 2
* ⟨S²⟩: 0.7568
* charge: +1
* relative energy (zero: lowest compared OMol25 entry of this formula, charge and spin): 0.0 kJ/mol

The geometry in XYZ format:
```
26
Properties=species:S:1:pos:R:3:forces:R:3
O -2.6019 -0.9319 1.1400 0.7 0.2 -0.5
N 1.9303 -1.5524 -1.3094 1.3 0.8 1.0
N -2.2427 1.6875 -1.0088 0.6 0.4 0.4
N 1.6908 -0.9241 1.0237 -0.6 0.9 -2.0
C 0.1259 1.0272 0.9284 -0.4 0.5 0.0
C -0.9325 1.1883 -1.4307 -0.1 -0.5 0.8
C 2.1314 -1.9455 0.0832 -1.1 -2.0 -0.9
C 0.3197 -0.4984 0.9802 -0.7 0.7 1.8
C 0.2535 1.5397 -0.4903 0.8 0.3 -0.9
H 3.1561 -2.2422 0.3116 -0.2 0.1 -0.3
H -2.5209 1.2279 -0.1525 -0.2 -0.1 0.0
H -1.0467 0.0961 -1.4243 0.1 0.1 -0.6
H -0.7794 1.5772 -2.4346 0.4 -0.3 -0.1
H -2.6921 -1.8640 0.9103 -0.5 0.2 0.3
H -2.1547 2.6766 -0.7840 -0.2 0.0 -0.2
H -0.1895 -0.8174 1.9064 0.4 -0.1 0.4
H -3.1765 -0.7094 1.8709 -0.4 -0.3 0.2
H 1.2511 1.1859 -0.8387 -0.6 -0.1 -0.4
H -0.3370 -1.0483 0.3159 0.5 -0.2 -0.7
H 0.4066 2.6142 -0.5764 -0.2 0.3 0.6
H 2.3440 -0.1424 1.1091 0.0 -0.1 0.4
H -0.8515 1.2899 1.3332 -0.2 -0.4 -0.1
H 0.7784 1.5714 1.6234 0.4 -0.4 -0.2
H 2.6900 -0.9903 -1.6846 -0.4 0.1 -0.2
H 1.0039 -1.2062 -1.5200 0.1 0.1 -0.2
H 1.4438 -2.8094 0.1180 0.5 0.2 1.0
```
Positions in Å, forces in eV/Å.

Results of the Löwdin charge analysis, in e, for atoms 1 through 8: O -0.03; N 0.12; N 0.01; N 0.16; C -0.18; C -0.27; C -0.22; C -0.19

***

Computed, not measured: a structure of composition C29H58B3NO14 in a non-equilibrium geometry, with ωB97M-V/def2-TZVPD.

* LUMO level: -0.2 eV

The geometry in XYZ format:
```
105
Properties=species:S:1:pos:R:3:forces:R:3
O -0.5427 -1.3342 -5.3380 1.6 0.7 0.1
O 3.2703 -0.8341 -0.5503 -0.1 0.1 0.0
O -10.6734 -0.5935 -0.3001 0.1 0.1 -0.1
O 1.0685 0.1920 -6.2957 -0.5 -0.4 2.6
O -0.3080 -4.0697 -3.3386 -0.2 0.2 -0.7
O 6.4030 0.4920 4.4429 0.0 -0.1 0.1
O -9.7483 2.2953 -0.0629 -0.5 -0.1 -0.2
O -7.7159 0.1381 -0.5144 -0.1 -0.5 0.2
O 0.3874 -1.0425 0.4129 0.2 0.3 -0.5
O 7.5537 0.9653 7.2192 0.3 -0.2 -0.4
O 4.5942 0.5781 6.9027 -0.2 0.2 -0.5
O 2.6251 -1.2081 2.4143 0.5 -0.2 -0.2
O 0.3766 -3.5929 -5.2965 0.9 1.9 -0.1
O 1.9041 -1.7388 -5.1134 -1.9 1.2 -0.2
N -0.6637 -3.9901 -4.4541 -0.8 -0.8 1.1
C -10.3479 0.1115 0.8896 0.1 -0.1 0.2
C -2.5754 1.2406 -3.2753 -1.7 -1.5 -0.3
C -8.4314 -0.6753 -1.4322 -0.1 0.4 0.0
C 2.4752 -2.0101 -0.4583 0.1 -0.2 0.1
C 2.9025 0.5913 -4.3852 -0.5 -1.0 -0.5
C 3.2817 -2.3418 2.9498 -0.4 0.1 0.2
C 3.5657 1.5403 6.7567 0.1 -0.1 0.4
C 6.6441 1.7423 5.0735 -0.2 0.2 0.0
C -10.5590 1.6226 0.8868 0.2 -0.1 -0.1
C -0.3577 0.0586 -0.0708 -0.2 -0.1 0.4
C 6.6842 -0.0982 -3.3463 -0.2 1.2 0.2
C 4.5938 -0.4414 5.9165 0.3 0.0 0.2
C 3.4942 -0.2213 1.8765 -0.3 0.1 -0.1
C 4.3268 -0.0929 -4.3363 -0.2 1.2 -0.1
C -4.4812 -0.6439 -4.3901 1.2 0.8 0.0
C -10.4632 3.1107 -0.9739 0.4 0.1 0.1
C 5.9521 -0.5979 5.2418 0.1 -0.2 0.0
C -3.3790 -0.1824 -5.2089 0.5 1.2 2.2
C 3.1215 0.1686 0.4508 0.0 0.2 -0.1
C -6.9331 -0.5779 0.4241 0.1 0.4 -0.1
C -3.6945 0.7711 -2.4651 0.3 -0.8 -1.8
C -4.6374 -0.1874 -3.0218 1.4 0.8 -0.7
C 8.5951 0.0409 7.4775 -0.2 0.1 0.3
C 0.9659 -1.8453 -0.6062 0.2 0.0 0.2
C -9.9156 -0.3302 -1.4768 -0.1 0.0 -0.2
C 5.3214 0.7293 -3.4340 0.1 -1.6 -0.2
C 7.7748 1.8027 6.0962 -0.2 -0.1 0.0
C -2.4121 0.7560 -4.6325 -1.0 0.4 0.7
C -1.1688 1.2703 -5.4336 -0.5 -1.3 0.7
B 1.9558 -0.3256 -5.2923 0.5 0.0 -0.7
B 0.5808 -2.1742 -5.2525 0.4 -1.3 -0.3
B -0.2168 -0.0066 -5.6998 0.2 0.4 -1.2
H -10.2839 2.0040 1.8746 -0.1 -0.1 0.2
H -10.0742 0.6947 -1.8101 0.2 0.1 0.1
H 4.2520 -2.5273 2.4818 0.0 0.1 0.0
H 3.9543 2.5035 7.0934 0.0 0.0 0.0
H 6.9119 2.4257 4.2626 0.1 -0.1 0.0
H 3.3937 0.6700 2.5067 0.2 0.1 -0.1
H 6.8659 -0.3998 -2.2835 0.0 0.0 -1.0
H 7.8407 2.8299 6.4668 0.0 0.2 -0.2
H 3.8034 0.9736 0.1533 0.1 -0.2 0.0
H 2.7250 -2.5644 0.4454 -0.2 0.1 0.2
H 7.5038 0.6001 -3.6585 -0.4 -0.9 0.3
H 6.6601 -0.9866 -4.0274 0.1 0.8 0.7
H -9.3408 -0.1451 1.2159 0.1 0.2 -0.1
H -5.1837 -1.3765 -4.8559 0.6 0.7 0.7
H -1.4169 -0.2120 -0.1162 0.0 0.1 -0.2
H 9.2704 0.4518 8.2338 0.1 -0.1 -0.1
H -8.0089 -0.4814 -2.4254 -0.2 -0.1 -0.1
H 8.7237 1.5694 5.6019 0.0 -0.1 0.0
H 0.7420 -1.4504 -1.6037 0.0 0.1 0.0
H -1.4265 1.8248 -6.3688 0.2 -0.5 0.7
H -10.4638 4.1449 -0.6169 -0.2 0.0 -0.1
H -8.3074 -1.7419 -1.2164 0.0 0.0 0.1
H -5.4712 -0.5571 -2.3812 0.8 0.3 -0.7
H -11.4895 2.7705 -1.1291 0.0 0.0 0.1
H 2.8977 1.6225 -4.8166 0.3 -0.7 0.5
H 5.4903 1.7437 -3.8692 -0.2 -0.8 0.4
H -11.6213 1.8400 0.7339 0.0 0.0 -0.1
H -1.8674 1.9601 -2.8053 -0.5 -0.6 -0.7
H -0.0188 0.3993 -1.0524 0.0 -0.1 0.0
H 4.7066 -0.1030 -5.4006 -0.2 -0.1 1.1
H -10.3649 -0.9591 -2.2535 0.0 -0.1 0.2
H -6.9337 -0.0177 1.3612 0.0 0.0 0.0
H 3.4054 -2.2137 4.0297 0.2 -0.2 0.0
H -0.5884 1.9694 -4.7672 -0.5 -0.6 -0.7
H -3.1731 -0.5096 -6.2528 -0.6 0.1 1.0
H -11.0090 -0.3007 1.6572 -0.1 0.0 -0.1
H -0.2411 0.8853 0.6337 0.0 0.0 0.0
H -7.3277 -1.5770 0.6248 0.0 0.0 -0.1
H 2.1243 0.6057 0.4067 -0.1 -0.1 0.2
H 2.4107 0.6226 -3.3657 0.7 0.0 -0.8
H 0.5084 -2.8359 -0.5346 0.1 -0.1 -0.2
H 5.8680 -1.4442 4.5504 -0.1 0.1 -0.1
H 2.7153 1.2685 7.3901 -0.1 0.1 -0.1
H -9.9462 3.0779 -1.9352 0.0 0.0 0.0
H 2.6481 -3.2138 2.7751 0.0 0.0 0.0
H 8.1465 -0.8720 7.8749 0.0 0.0 0.0
H 4.5415 -0.5390 1.9093 -0.1 -0.1 0.0
H 9.1587 -0.2216 6.5794 0.0 0.1 0.0
H 3.2369 1.6494 5.7200 0.0 -0.1 0.0
H -5.9013 -0.6507 0.0641 0.0 -0.2 0.1
H 4.3595 -1.3815 6.4301 0.0 -0.2 -0.2
H 3.8238 -0.2734 5.1556 0.0 0.1 0.0
H 4.2594 -1.1605 -3.9980 0.0 1.0 -0.2
H 4.8717 0.8022 -2.4068 0.4 0.2 -1.0
H 5.7181 2.1410 5.4857 0.0 -0.1 0.3
H 2.8079 -2.6466 -1.2833 0.0 0.1 -0.1
H 6.7196 -0.8880 5.9582 -0.1 0.1 0.2
H -3.7993 1.1384 -1.4178 0.0 -0.4 -1.0
```
Positions in Å, forces in eV/Å.

Results of the Löwdin charge analysis, in e, for atoms 1 through 8: O 0.29; O -0.13; O -0.12; O 0.24; O 0.10; O -0.12; O -0.20; O -0.20

***

Quick rundown of total energy, same order as above: -196.827190; -251.687660; -1090.665566; -323.721999; -439.885182; -2322.416425 Ha
Quick rundown of molecular weight, same order as above: 59.89; 85.15; 337.42; 240.41; 135.21; 677.21 g mol⁻¹